# 1
# C8H8N4O4

A 2-piece molecular cluster, C8H8N4O4 overall (the ωB97M-V functional and the def2-TZVPD basis, the OMol25 dataset).

Structure (ORCA input):
```
! RIJCOSX wB97M-V def2-TZVPD def2/J DEFGRID3
* xyz 0 1
C 1.55 1.31 -0.45
C 1.78 -0.80 -1.60
C 1.51 0.53 -1.67
C 1.59 -0.88 0.82
C -1.76 -1.11 -0.52
C -2.03 1.19 -1.11
C -2.21 -0.07 -1.44
C -1.34 0.53 1.27
H 1.60 0.90 1.58
H 1.66 1.21 -2.57
H 2.06 -1.48 -2.42
H 1.94 -2.53 -0.41
H -1.46 -1.48 1.62
H -2.58 -0.45 -2.40
H -2.00 2.06 -1.72
H -1.24 2.43 0.36
N 1.60 0.49 0.65
N 1.71 -1.47 -0.38
N -1.31 -0.70 0.81
N -1.47 1.47 0.19
O 1.49 2.53 -0.35
O 1.63 -1.38 1.95
O -1.64 -2.33 -0.85
O -1.25 0.77 2.41
*
```

As for the structure (SMILES): O=c1cc[nH]c(=O)[nH]1.O=c1cc[nH]c(=O)[nH]1. The energy relative to the best compared isomer or geometry (same formula, charge and spin) comes out at 197.2 kJ/mol. The HOMO-LUMO gap is 9.66 eV.



# 2
# C21H45F3N7O14P2Ti

C21H45F3N7O14P2Ti as an isolated structure (the ωB97M-V functional and the def2-TZVPD basis, the OMol25 dataset).

Structure (ORCA input):
```
! RIJCOSX wB97M-V def2-TZVPD def2/J DEFGRID3
* xyz 0 4
Ti -2.07 -1.81 0.87
N 0.40 -0.10 -1.09
O -0.73 -0.60 -0.83
O 1.22 -0.78 -1.75
O 0.65 1.07 -0.78
C 4.13 0.35 -1.51
C 5.19 -0.23 -2.43
O 5.99 -0.86 -1.41
C 5.94 -0.10 -0.29
O 6.66 -0.23 0.65
O 4.90 0.77 -0.38
F 5.81 0.76 -3.10
H 3.42 -0.43 -1.25
H 3.59 1.24 -1.84
H 4.83 -1.01 -3.09
C 0.71 5.43 -0.06
C 1.80 4.42 -0.40
O 2.75 4.64 0.61
C 2.49 5.79 1.30
O 3.17 6.19 2.17
O 1.38 6.36 0.79
F 2.40 4.77 -1.59
H -0.03 4.89 0.54
H 0.28 6.03 -0.86
H 1.48 3.38 -0.41
C 2.22 -3.23 -3.45
C 3.17 -4.02 -2.57
O 2.83 -5.35 -2.83
C 2.19 -5.43 -3.99
O 1.98 -6.43 -4.60
O 1.85 -4.20 -4.41
F 3.03 -3.76 -1.24
H 2.74 -2.38 -3.89
H 1.39 -2.81 -2.87
H 4.20 -3.79 -2.85
O -4.05 -0.14 0.21
P -4.50 0.16 -1.16
N -5.99 0.87 -1.18
C -6.51 1.44 -2.41
C -6.67 1.18 0.09
N -4.58 -1.18 -2.15
C -3.37 -1.85 -2.55
C -5.74 -2.07 -2.23
N -3.40 1.17 -1.96
C -2.84 2.31 -1.24
C -3.19 1.27 -3.38
H -6.12 2.44 -2.64
H -7.59 1.57 -2.28
H -6.44 0.84 -3.31
H -6.94 2.23 0.09
H -6.02 0.99 0.93
H -7.54 0.52 0.17
H -3.55 -2.50 -3.40
H -2.52 -1.18 -2.66
H -3.02 -2.52 -1.74
H -6.68 -1.55 -2.07
H -5.78 -2.53 -3.22
H -5.73 -2.78 -1.40
H -1.75 2.35 -1.29
H -3.20 3.21 -1.76
H -3.15 2.36 -0.20
H -2.15 1.44 -3.66
H -3.82 2.01 -3.90
H -3.49 0.35 -3.89
O -0.43 -0.61 2.37
P 0.82 -0.58 3.16
N 1.22 0.94 3.72
C 0.62 1.38 4.96
C 1.67 1.96 2.77
N 2.18 -1.09 2.30
C 3.55 -0.87 2.71
C 2.07 -1.98 1.16
N 0.77 -1.56 4.53
C 1.88 -1.70 5.45
C -0.14 -2.72 4.52
H 0.08 2.32 4.90
H 1.29 1.41 5.83
H -0.13 0.68 5.34
H 2.50 1.61 2.15
H 2.06 2.80 3.35
H 0.86 2.23 2.10
H 3.64 0.07 3.26
H 3.96 -1.63 3.38
H 4.24 -0.81 1.86
H 1.01 -2.07 0.91
H 2.58 -1.57 0.29
H 2.61 -2.92 1.28
H 2.69 -2.28 5.00
H 2.23 -0.71 5.75
H 1.58 -2.17 6.39
H 0.49 -3.60 4.47
H -0.84 -2.70 3.69
H -0.75 -2.76 5.43
*
```

The energy relative to the best compared isomer or geometry (same formula, charge and spin) comes out at 0.0 kJ/mol. The HOMO-LUMO gap (spin up / spin down) is 6.29 / 8.51 eV. Its expectation value of S² is 3.751.